[1]
C3H4N4O as an isolated structure in a non-equilibrium geometry. Source: the OMol25 dataset; level of theory: wB97M-V/def2-TZVPD.

```
12
C3H4N4O wB97M-V/def2-TZVPD
C -0.339 -1.190 -0.298
C 0.055 1.013 -0.628
C 0.559 0.507 0.811
H -0.783 -3.118 0.317
H -1.692 0.055 -1.668
H -0.139 3.157 -0.221
H 0.292 -1.501 1.514
N -0.843 -2.387 -0.539
N -0.404 -0.089 -1.221
N -0.376 2.202 -0.873
N -0.031 -0.743 1.023
O 1.532 0.818 1.503
```

Computed properties:
Orbital gap: 9.3 eV
LUMO energy: -0.51 eV
Relative energy (zero: lowest compared OMol25 entry of this formula, charge and spin): 86.4 kcal/mol
Charge: 0

Listed below, in e, are the Löwdin charges computed for each atom:
1 C -0.449
2 C -0.417
3 C -0.322
4 H 0.103
5 H 0.331
6 H 0.159
7 H 0.110
8 N 0.084
9 N 0.071
10 N 0.101
11 N 0.156
12 O 0.072

---

[2]
C24H20BaCl4N4O7S as an isolated structure in a non-equilibrium geometry. Source: the OMol25 dataset; level of theory: wB97M-V/def2-TZVPD.

```
61
C24H20BaCl4N4O7S wB97M-V/def2-TZVPD
Ba 12.968 15.128 11.779
C 11.899 15.220 16.076
C 13.356 15.309 15.800
N 13.859 15.421 14.586
C 15.241 15.459 14.765
C 15.570 15.445 16.140
N 14.318 15.374 16.759
C 16.797 15.473 17.008
O 17.957 15.584 16.379
O 16.676 15.331 18.217
C 16.133 15.486 13.620
O 17.363 15.638 13.980
O 15.606 15.330 12.488
H 11.365 14.564 15.359
H 11.447 16.208 15.957
H 11.728 14.866 17.065
H 14.206 15.345 17.756
H 17.788 15.639 15.360
Cl 13.187 21.902 7.916
C 12.824 20.242 8.218
C 12.919 19.295 7.165
Cl 13.416 19.782 5.575
C 12.918 17.899 7.421
Cl 13.254 16.823 6.156
C 12.645 17.430 8.709
O 12.767 16.296 9.286
C 12.386 18.454 9.828
O 12.153 17.888 10.937
C 12.552 19.854 9.548
Cl 12.693 20.931 10.798
C 6.519 11.291 12.880
C 6.953 11.979 11.611
N 7.821 13.173 11.811
C 7.206 14.460 11.603
C 6.529 14.962 12.868
C 9.074 13.103 12.260
S 9.961 14.524 12.753
N 9.657 11.892 12.289
C 10.965 11.769 12.087
O 11.880 12.607 11.841
C 11.458 10.394 12.127
C 12.780 10.077 12.419
C 13.194 8.768 12.369
C 12.282 7.800 11.940
C 10.931 8.106 11.740
C 10.519 9.413 11.963
H 5.755 10.536 12.685
H 6.082 11.966 13.631
H 7.346 10.776 13.353
H 6.109 12.408 11.049
H 7.438 11.299 10.921
H 6.551 14.374 10.740
H 7.974 15.195 11.321
H 5.642 14.340 13.109
H 6.232 15.977 12.629
H 7.260 14.958 13.664
H 13.494 10.856 12.734
H 14.225 8.481 12.549
H 12.666 6.782 11.799
H 10.239 7.306 11.505
H 9.461 9.683 11.953
```

Computed properties:
Orbital gap: 4.2 eV
LUMO energy: 3.72 eV
Relative energy (zero: lowest compared OMol25 entry of this formula, charge and spin): 0.0 kcal/mol
Charge: -2

Listed below, in e, are the Löwdin charges computed for each atom:
1 Ba 1.859
2 C -0.011
3 C -0.367
4 N 0.070
5 C -0.136
6 C -0.042
7 N 0.154
8 C -0.490
9 O 0.092
10 O 0.045
11 C -0.577
12 O -0.019
13 O -0.169
14 H 0.051
15 H 0.091
16 H 0.060
17 H 0.154
18 H 0.039
19 Cl 0.566
20 C -0.750
21 C -0.738
22 Cl 0.544
23 C -0.710
24 Cl 0.616
25 C -0.435
26 O -0.313
27 C -0.428
28 O -0.222
29 C -0.741
30 Cl 0.657
31 C -0.089
32 C -0.195
33 N -0.127
34 C -0.282
35 C -0.091
36 C -0.710
37 S 0.550
38 N 0.080
39 C -0.499
40 O -0.255
41 C -0.166
42 C -0.021
43 C -0.098
44 C -0.112
45 C -0.086
46 C -0.043
47 H 0.066
48 H 0.070
49 H 0.060
50 H 0.110
51 H 0.107
52 H 0.109
53 H 0.083
54 H 0.070
55 H 0.069
56 H 0.044
57 H 0.126
58 H 0.097
59 H 0.092
60 H 0.090
61 H 0.102

---

[3]
A 2-piece molecular cluster, C2H4NP overall in a non-equilibrium geometry. Source: the OMol25 dataset; level of theory: wB97M-V/def2-TZVPD.

```
8
C2H4NP wB97M-V/def2-TZVPD
C 0.803 0.171 -0.252
C -0.696 -0.199 -0.459
N -0.869 -1.484 0.205
P 0.293 -1.496 -1.112
H 1.162 0.939 -1.007
H 1.354 -0.121 0.660
H -1.642 0.931 -0.925
H -0.224 -1.575 1.076
```

Computed properties:
Orbital gap: 9.4 eV
LUMO energy: 0.47 eV
Relative energy (zero: lowest compared OMol25 entry of this formula, charge and spin): 75.1 kcal/mol
Charge: 0

Listed below, in e, are the Löwdin charges computed for each atom:
1 C -0.318
2 C -0.650
3 N -0.282
4 P 0.847
5 H 0.066
6 H 0.042
7 H 0.224
8 H 0.069